Entry 1:
C51H55AsBr4N6O5Ti | wB97M-V/def2-TZVPD

Values from the calculation:
Orbital gap (alpha / beta), Ha: 0.2032 / 0.2481
LUMO energy (alpha / beta), eV: 3.71 / 3.71

The geometry in ORCA input format:
```
! wB97M-V def2-TZVPD RIJCOSX def2/J DEFGRID3
* xyz -2 3
Ti 0.075 -0.086 -0.806
C 2.166 3.653 -3.783
C 1.534 3.906 -2.412
C 2.344 4.950 -1.636
C 0.083 4.322 -2.502
C -0.258 5.356 -3.370
C -1.540 5.870 -3.421
C -2.498 5.354 -2.564
C -2.199 4.312 -1.695
C -3.252 3.861 -0.706
C -4.636 3.696 -1.335
C -3.305 4.829 0.479
C -0.899 3.754 -1.675
N -0.666 2.646 -0.809
C -0.158 2.979 0.357
O 0.357 4.057 0.712
C -0.396 1.949 1.458
C -0.555 2.506 2.717
C -0.954 1.703 3.761
C -1.117 0.357 3.522
C -0.898 -0.172 2.256
N -0.586 0.633 1.209
C -0.984 -1.714 2.263
O -0.833 -2.214 3.399
N -1.248 -2.364 1.154
C -1.490 -3.752 1.357
C -2.800 -4.201 1.621
C -3.065 -5.567 1.664
C -2.058 -6.501 1.487
C -0.759 -6.057 1.307
C -0.457 -4.700 1.248
C 0.983 -4.250 1.150
C 1.627 -4.246 2.541
C 1.818 -5.085 0.180
C -3.896 -3.227 2.007
C -4.095 -3.250 3.526
C -5.217 -3.479 1.282
H 3.120 3.132 -3.667
H 2.361 4.596 -4.305
H 1.525 3.037 -4.415
H 1.553 2.987 -1.837
H 2.312 5.917 -2.150
H 3.390 4.636 -1.562
H 1.938 5.069 -0.631
H 0.512 5.779 -4.006
H -1.786 6.676 -4.103
H -3.497 5.776 -2.566
H -2.931 2.896 -0.321
H -5.046 4.654 -1.669
H -5.332 3.273 -0.607
H -4.600 3.025 -2.196
H -3.624 5.823 0.146
H -2.318 4.928 0.936
H -4.010 4.477 1.238
H -0.364 3.564 2.817
H -1.116 2.114 4.751
H -1.367 -0.347 4.301
H -4.077 -5.906 1.859
H -2.280 -7.562 1.510
H 0.043 -6.781 1.210
H 0.957 -3.220 0.800
H 1.651 -5.263 2.948
H 1.059 -3.610 3.221
H 2.654 -3.872 2.484
H 1.968 -6.102 0.556
H 2.806 -4.637 0.055
H 1.349 -5.151 -0.805
H -3.549 -2.236 1.731
H -4.450 -4.234 3.850
H -4.835 -2.502 3.830
H -3.151 -3.036 4.029
H -5.634 -4.459 1.530
H -5.085 -3.430 0.199
H -5.955 -2.724 1.569
C -2.151 0.714 -6.065
C -0.908 0.103 -6.178
C -0.043 0.053 -5.095
C -0.425 0.609 -3.872
C -1.683 1.197 -3.750
C -2.528 1.261 -4.845
N 0.457 0.631 -2.771
N 1.725 0.581 -3.134
C 2.557 0.813 -2.086
C 3.952 0.793 -2.302
C 4.778 1.131 -1.267
C 4.223 1.498 -0.028
C 2.859 1.453 0.116
N 2.027 1.111 -0.880
H -2.819 0.760 -6.917
H -0.604 -0.339 -7.120
H 0.931 -0.411 -5.171
H -1.970 1.614 -2.799
H -3.495 1.741 -4.739
H 4.315 0.499 -3.278
H 5.854 1.110 -1.398
H 4.844 1.768 0.814
H 2.391 1.687 1.065
Br 5.634 -3.587 -2.586
C 4.283 -2.814 -1.509
C 4.535 -2.477 -0.186
Br 6.228 -2.811 0.591
C 3.534 -1.865 0.583
Br 3.787 -1.354 2.384
C 2.296 -1.578 0.030
O 1.322 -0.920 0.602
C 2.022 -1.978 -1.305
O 0.804 -1.679 -1.708
C 3.017 -2.570 -2.060
Br 2.574 -3.004 -3.845
C -4.012 -1.042 -2.715
As -2.943 -1.524 -1.131
C -3.899 -0.028 0.050
C -1.947 -2.960 -2.145
O -1.564 -0.340 -1.288
H -4.795 -1.802 -2.798
H -3.407 -1.053 -3.620
H -4.476 -0.063 -2.602
H -4.971 -0.146 -0.093
H -3.499 0.866 -0.411
H -3.594 -0.124 1.087
H -2.695 -3.669 -2.500
H -1.228 -3.448 -1.498
H -1.431 -2.472 -2.974
*
```

Löwdin population analysis, charges in e, atoms 1 to 6: 1.127 -0.070 -0.364 -0.055 -0.125 -0.051

=====

Entry 2:
C51H56AsSb3Tl | wB97M-V/def2-TZVPD

Values from the calculation:
Orbital gap, Ha: 0.1869
LUMO energy, eV: -9.84

The geometry in ORCA input format:
```
! wB97M-V def2-TZVPD RIJCOSX def2/J DEFGRID3
* xyz 3 1
Tl -0.488 -0.330 0.810
C -1.154 1.316 -2.754
C -2.511 0.729 -3.077
C -2.447 -0.794 -3.060
Sb -2.101 -1.689 -1.125
C -3.911 -1.284 -0.126
C -4.028 -1.503 1.245
C -5.256 -1.338 1.872
C -6.363 -0.931 1.140
C -6.249 -0.707 -0.224
C -5.030 -0.894 -0.858
C -2.161 -3.758 -1.425
C -1.126 -4.396 -2.104
C -1.228 -5.749 -2.382
C -2.351 -6.455 -1.970
C -3.370 -5.816 -1.280
C -3.278 -4.462 -0.990
Sb -0.932 3.434 -2.319
C -1.387 3.004 -0.252
C -2.279 1.991 0.123
C -2.732 1.873 1.434
C -2.256 2.736 2.411
C -1.340 3.721 2.062
C -0.911 3.852 0.747
C -2.885 4.042 -2.880
C -2.993 4.645 -4.132
C -4.226 5.062 -4.614
C -5.363 4.893 -3.841
C -5.265 4.310 -2.585
C -4.034 3.887 -2.108
H -0.453 1.072 -3.551
H -0.764 0.846 -1.847
H -2.823 1.061 -4.071
H -3.296 1.082 -2.403
H -1.659 -1.158 -3.721
H -3.377 -1.291 -3.347
H -3.184 -1.864 1.830
H -5.358 -1.541 2.927
H -7.318 -0.803 1.629
H -7.113 -0.403 -0.799
H -4.971 -0.737 -1.928
H -0.249 -3.851 -2.437
H -0.437 -6.252 -2.920
H -2.431 -7.511 -2.189
H -4.241 -6.372 -0.963
H -4.079 -3.974 -0.448
H -2.757 1.381 -0.638
H -3.504 1.148 1.662
H -2.637 2.683 3.424
H -0.984 4.417 2.810
H -0.233 4.660 0.495
H -2.112 4.805 -4.744
H -4.294 5.532 -5.586
H -6.323 5.230 -4.209
H -6.150 4.197 -1.973
H -3.981 3.460 -1.112
C -2.941 -0.750 4.550
C -1.873 -0.752 5.590
C -2.190 -1.069 6.911
C -1.213 -1.159 7.885
C 0.120 -0.948 7.572
C 0.473 -0.629 6.271
C -0.533 -0.515 5.311
Sb 0.307 0.029 3.457
C 1.722 -1.521 3.176
C 1.144 -2.707 2.706
C 1.892 -3.858 2.553
C 3.245 -3.823 2.863
C 3.816 -2.658 3.341
C 3.072 -1.488 3.532
C 3.779 -0.299 4.118
C 1.216 1.913 3.369
C 2.088 2.088 2.297
C 2.754 3.285 2.120
C 2.545 4.311 3.032
C 1.677 4.134 4.093
C 0.972 2.943 4.281
C 0.024 2.845 5.438
H -3.878 -0.352 4.940
H -3.129 -1.770 4.210
H -2.663 -0.154 3.684
H -3.222 -1.258 7.174
H -1.492 -1.408 8.900
H 0.884 -1.027 8.333
H 1.517 -0.466 6.027
H 0.076 -2.756 2.492
H 1.429 -4.772 2.209
H 3.851 -4.712 2.755
H 4.866 -2.651 3.604
H 4.438 -0.622 4.923
H 3.106 0.455 4.522
H 4.404 0.196 3.371
H 2.279 1.263 1.622
H 3.435 3.424 1.292
H 3.064 5.253 2.915
H 1.526 4.944 4.796
H -0.419 3.819 5.645
H 0.543 2.529 6.346
H -0.791 2.142 5.265
C 3.488 0.642 -0.803
As 1.777 -0.265 -0.919
C 1.553 -0.594 -2.816
C 2.305 -2.056 -0.366
H 4.210 0.018 -1.329
H 3.790 0.751 0.234
H 3.435 1.621 -1.275
H 2.465 -1.088 -3.154
H 1.412 0.332 -3.364
H 0.702 -1.251 -2.991
H 3.166 -2.373 -0.955
H 1.492 -2.764 -0.534
H 2.573 -2.059 0.689
*
```

Löwdin population analysis, charges in e, atoms 1 to 6: 0.530 -0.449 -0.339 -0.285 1.507 -0.414

=====

Result set for relative energy (zero: lowest compared OMol25 entry of this formula, charge and spin): 1.272; 0.537 eV, one per record in the order listed.